93
Properties=species:S:1:pos:R:3:forces:R:3 method="wB97M-V/def2-TZVPD" homo_lumo_gap_ev="6.71 / 5.19" spin_multiplicity=3 mol_weight_g_mol=998.7 e_tot_ev=-183787.199 s2=2.01
Pd -0.479 0.246 0.462 -0.239 -0.148 -0.027
O -1.487 1.936 -0.384 -0.344 0.457 0.528
C -2.378 2.703 0.193 0.160 -0.202 -0.233
C -2.798 3.852 -0.534 -0.035 0.023 0.070
C -3.727 4.748 -0.059 0.032 -0.036 -0.040
C -4.319 4.558 1.192 0.021 0.024 -0.042
C -3.938 3.456 1.924 0.060 -0.145 -0.001
C -2.983 2.521 1.475 -0.018 -0.001 0.084
C -2.652 1.437 2.427 0.091 -0.038 0.025
N -2.389 0.158 2.215 -0.148 -0.056 0.208
C -2.161 -0.410 3.455 -0.025 -0.009 -0.296
C -2.293 0.522 4.434 0.028 0.120 -0.066
N -2.600 1.687 3.770 -0.011 0.084 0.074
H -2.338 3.990 -1.505 -0.004 0.011 -0.001
H -4.007 5.604 -0.667 0.039 -0.070 0.035
H -5.066 5.245 1.573 0.058 -0.069 -0.039
H -4.428 3.277 2.877 0.044 -0.020 -0.020
H -1.925 -1.460 3.555 -0.012 0.096 -0.002
H -2.185 0.471 5.505 -0.035 0.024 -0.101
H -2.703 2.596 4.184 0.002 0.045 0.007
C -1.928 -2.895 -0.112 0.116 0.003 -0.069
C -0.466 -3.244 -0.381 -0.138 0.226 0.062
As 0.758 -1.828 0.264 0.241 -0.094 -0.541
C 1.957 -2.921 1.346 -0.131 0.049 0.217
C 3.336 -2.908 1.169 -0.005 -0.083 0.063
C 4.149 -3.708 1.964 0.004 0.038 -0.015
C 3.593 -4.518 2.943 0.003 -0.017 0.011
C 2.218 -4.524 3.135 -0.015 0.041 -0.034
C 1.405 -3.725 2.343 0.111 0.031 0.015
C 1.925 -1.544 -1.277 -0.016 -0.150 -0.084
C 2.362 -2.609 -2.065 0.028 0.107 -0.041
C 3.165 -2.380 -3.175 -0.062 0.011 0.097
C 3.552 -1.084 -3.496 -0.053 -0.026 0.030
C 3.133 -0.021 -2.709 -0.017 -0.033 0.023
C 2.315 -0.251 -1.607 0.125 -0.258 -0.172
As -2.403 -1.103 -0.802 0.304 -0.246 -0.381
C -1.774 -1.337 -2.638 0.004 -0.051 -0.049
C -2.106 -2.445 -3.420 0.052 0.037 -0.030
C -1.583 -2.589 -4.698 0.019 0.046 0.051
C -0.726 -1.616 -5.209 -0.013 -0.015 0.031
C -0.400 -0.507 -4.443 -0.023 -0.014 0.055
C -0.923 -0.367 -3.158 -0.009 -0.172 -0.147
C -4.303 -1.432 -1.101 -0.057 0.157 0.214
C -5.063 -1.994 -0.076 -0.050 0.001 -0.066
C -6.424 -2.209 -0.249 0.042 0.029 -0.024
C -7.040 -1.848 -1.441 0.025 -0.005 0.006
C -6.291 -1.265 -2.455 0.043 0.003 0.038
C -4.928 -1.051 -2.285 -0.080 -0.039 0.075
H -2.119 -2.868 0.961 -0.057 0.030 0.099
H -2.598 -3.633 -0.550 -0.012 -0.100 -0.058
H -0.285 -3.353 -1.446 0.011 -0.015 -0.176
H -0.191 -4.175 0.103 0.076 -0.164 0.101
H 3.777 -2.285 0.404 0.037 0.007 -0.043
H 5.223 -3.697 1.815 -0.048 0.001 -0.001
H 4.230 -5.145 3.556 -0.031 0.035 -0.024
H 1.779 -5.150 3.902 -0.001 0.013 -0.014
H 0.334 -3.725 2.506 -0.045 -0.026 0.007
H 2.079 -3.623 -1.810 -0.009 -0.042 -0.013
H 3.490 -3.213 -3.786 -0.008 0.019 0.011
H 4.176 -0.906 -4.364 0.005 0.004 0.020
H 3.434 0.991 -2.953 -0.022 -0.030 0.015
H 1.969 0.575 -1.012 -0.120 0.298 0.210
H -2.781 -3.200 -3.029 0.002 0.005 -0.012
H -1.841 -3.456 -5.295 0.009 0.048 0.029
H -0.315 -1.728 -6.208 -0.033 0.012 0.081
H 0.263 0.252 -4.841 -0.018 -0.029 0.030
H -0.673 0.496 -2.555 0.030 0.122 0.070
H -4.593 -2.261 0.863 -0.014 -0.005 0.009
H -7.006 -2.651 0.550 0.011 0.004 -0.010
H -8.102 -2.016 -1.577 0.046 0.011 0.007
H -6.768 -0.972 -3.382 0.013 -0.003 0.017
H -4.351 -0.593 -3.077 0.014 0.009 -0.047
C 6.402 4.552 0.884 -0.029 -0.048 -0.036
C 5.082 3.858 1.110 -0.004 -0.019 0.021
C 3.879 4.539 0.967 0.019 0.030 -0.052
C 2.654 3.927 1.218 -0.056 0.072 -0.057
C 1.364 4.692 1.040 0.079 -0.019 0.098
C 2.652 2.593 1.630 -0.016 -0.060 -0.094
Te 0.816 1.711 2.173 0.082 0.119 0.364
C 3.840 1.864 1.740 0.072 -0.056 0.017
C 3.831 0.405 2.131 0.061 0.275 0.095
C 5.041 2.516 1.481 0.007 -0.036 -0.049
H 6.258 5.553 0.477 0.000 -0.056 0.013
H 7.037 3.990 0.194 -0.060 0.031 0.046
H 6.948 4.649 1.825 -0.002 0.007 -0.024
H 3.891 5.576 0.641 -0.007 -0.081 0.045
H 1.532 5.627 0.504 0.002 -0.053 0.036
H 0.915 4.938 2.010 0.043 -0.031 -0.071
H 0.626 4.109 0.481 0.018 0.017 -0.030
H 3.082 -0.141 1.560 -0.077 -0.064 -0.075
H 3.591 0.272 3.191 -0.005 0.025 -0.057
H 4.800 -0.059 1.949 0.007 0.017 -0.003
H 5.971 1.955 1.562 -0.082 0.062 0.012